{"formula": "C22H28N15RuS", "method": "the ωB97M-V functional and the def2-TZVPD basis", "symbols": ["Ru", "C", "N", "C", "C", "C", "C", "C", "C", "C", "N", "C", "C", "C", "C", "C", "C", "N", "C", "C", "H", "H", "H", "H", "H", "H", "H", "H", "H", "H", "H", "H", "H", "H", "H", "H", "H", "H", "H", "H", "N", "C", "N", "N", "N", "N", "C", "N", "N", "N", "N", "H", "C", "C", "C", "N", "N", "C", "N", "S", "H", "H", "H", "H", "H", "H", "H"], "xyz": [[0.83566, -0.50676, -0.39613], [-0.31381, -0.57313, 2.29276], [1.04257, -0.60072, 1.64392], [1.76397, -1.79096, 2.17667], [1.69702, 0.67439, 1.96574], [2.57130, 0.84964, 3.00821], [3.00109, 2.14396, 3.31524], [2.51852, 3.24129, 2.61460], [1.66227, 3.07240, 1.54772], [1.29176, 1.77393, 1.15246], [0.60766, 1.46011, 0.01650], [0.20974, 2.44574, -0.90655], [1.12447, 3.39387, -1.38014], [0.72903, 4.31129, -2.33460], [-0.57588, 4.30337, -2.80516], [-1.48988, 3.37818, -2.32685], [-1.11385, 2.43203, -1.38040], [-2.00100, 1.48091, -0.82114], [-2.51922, 1.87620, 0.48418], [-3.06789, 1.04734, -1.70975], [-0.17550, -0.45789, 3.36737], [-0.89196, 0.25738, 1.89261], [-0.82080, -1.50493, 2.06168], [1.75482, -1.76656, 3.26440], [1.24116, -2.68380, 1.83952], [2.78909, -1.79211, 1.81058], [2.91951, 0.02211, 3.60596], [3.69847, 2.28832, 4.12902], [2.83090, 4.23742, 2.89626], [1.30100, 3.92593, 0.99075], [2.14873, 3.34450, -1.04572], [1.44522, 5.02394, -2.72012], [-0.88760, 5.02888, -3.54497], [-2.50714, 3.39624, -2.69193], [-3.26011, 2.68315, 0.40444], [-2.99070, 1.01482, 0.95889], [-1.70616, 2.22711, 1.12108], [-3.82564, 1.81878, -1.89602], [-2.64844, 0.73129, -2.66476], [-3.57615, 0.20078, -1.24892], [3.79368, -2.34392, -0.60815], [3.85972, -0.99001, -0.73681], [4.95872, -0.29651, -0.93809], [4.54935, 0.97751, -1.03362], [3.28159, 1.07352, -0.91768], [2.78039, -0.17855, -0.70964], [2.61538, -3.04232, -0.64550], [2.53131, -4.35548, -0.58720], [1.21858, -4.61502, -0.58104], [0.52889, -3.53662, -0.63440], [1.39548, -2.48264, -0.69591], [4.65387, -2.86695, -0.66802], [-4.14572, -4.01668, 0.86589], [-4.22265, -2.55913, 0.40736], [-3.03384, -2.17680, -0.40838], [-2.05166, -1.47645, 0.02935], [-1.05792, -1.31544, -0.88954], [-1.29154, -1.91198, -2.03459], [-0.46795, -1.89198, -3.10656], [-2.82190, -2.70280, -2.05867], [-5.02292, -4.26993, 1.45890], [-3.25586, -4.18333, 1.47232], [-4.10473, -4.69850, 0.01592], [-4.25216, -1.88475, 1.26365], [-5.13329, -2.39126, -0.17169], [0.50823, -1.69389, -2.94877], [-0.62531, -2.57853, -3.82654]], "fmax_ev_per_a": 2.50, "gap_ha": [0.1831, 0.1834], "spin_multiplicity": 1, "total_energy_ha": -2169.2530, "charge": 1, "relative_energy_ev": 1.483, "lumo_energy_ev": [-5.97, -5.97]}